Record 1
# C28H37CdN7

A molecular structure, C28H37CdN7 (ωB97M-V with the def2-TZVPD basis set, OMol25).

Output
E_tot: -44620.9331 eV
highest occupied orbital energy: -14.002 eV
molar mass: 584.07 g mol⁻¹
E_LUMO: -4.755 eV
largest force on an atom: 0.878 eV Å⁻¹
charge: +2
gap between HOMO and LUMO: 9.25 eV

Geometry (Å):
Cd: 0.33617 0.49962 -0.07448
C: 1.98904 -3.34055 0.01822
C: 1.91230 -2.04414 0.79267
C: 1.16942 -1.96052 1.98027
C: 0.39203 -3.16554 2.46197
C: 1.22531 -0.79769 2.75984
C: 0.45671 -0.67185 4.05073
C: 2.07638 0.25623 2.38890
C: 2.30355 1.37297 3.37949
C: 2.81480 0.19025 1.18814
C: 3.92179 1.19926 0.96519
C: 2.69986 -0.95523 0.36010
C: 3.60318 -1.16991 -0.83206
H: 1.41679 -3.30968 -0.91463
H: 1.64094 -4.18497 0.60454
H: 3.02161 -3.54991 -0.25289
H: 1.05855 -3.82298 3.02556
H: -0.02826 -3.75884 1.64950
H: -0.41887 -2.89621 3.13195
H: 1.05626 -1.03789 4.88826
H: -0.47108 -1.23870 4.04539
H: 0.20223 0.36547 4.25922
H: 1.39987 1.95726 3.55412
H: 3.08514 2.05600 3.06806
H: 2.60242 0.94940 4.33951
H: 4.68089 1.05314 1.73569
H: 3.57626 2.23089 1.04030
H: 4.42823 1.07236 0.01343
H: 4.46897 -1.76400 -0.52696
H: 3.98140 -0.25052 -1.26291
H: 3.08749 -1.70374 -1.62504
C: -2.28340 -1.29515 0.80274
N: -1.21026 -1.51673 -0.17744
C: -1.66028 -1.63122 -1.56893
C: -1.77394 -0.27714 -2.19774
N: -1.18166 0.78714 -1.71008
C: -1.47272 1.83296 -2.58296
C: -1.13903 3.18492 -2.52563
C: -1.57800 3.99090 -3.55671
C: -2.33456 3.47412 -4.61853
C: -2.70067 2.14435 -4.67085
C: -2.26590 1.33783 -3.62604
N: -2.43720 -0.00991 -3.34124
C: -2.14556 0.00109 1.55297
N: -1.17532 0.86990 1.39769
C: -1.43097 1.92169 2.27135
C: -0.74766 3.11564 2.48193
C: -1.25451 3.97430 3.43644
C: -2.41459 3.66366 4.16063
C: -3.11362 2.49294 3.94330
C: -2.60040 1.63236 2.98180
N: -3.02153 0.40222 2.49616
H: -2.29638 -2.10798 1.53239
H: -3.26238 -1.30579 0.31400
H: -0.71870 -2.36528 0.06437
H: -2.61138 -2.16694 -1.65389
H: -0.91504 -2.20615 -2.12425
H: -0.58772 3.58249 -1.68171
H: -1.35365 5.04881 -3.53978
H: -2.64196 4.13823 -5.41463
H: -3.30055 1.75162 -5.48117
H: -2.99218 -0.65255 -3.88363
H: 0.13862 3.35603 1.90597
H: -0.75192 4.91202 3.63136
H: -2.76917 4.36469 4.90334
H: -4.02062 2.26286 4.48671
H: -3.85135 -0.08564 2.79270
N: 1.74416 0.86668 -2.61662
N: 1.74603 1.77626 -1.49914
H: 2.45308 1.13314 -3.29234
H: 0.84830 0.96095 -3.07891
H: 1.54796 2.72649 -1.80415
H: 2.68100 1.78076 -1.10811

Cartesian forces, eV/Å:
Cd 0.8623 -0.0674 -0.1539
C -0.0250 0.0701 0.0943
C 0.0167 0.0910 -0.0032
C -0.0469 -0.0243 -0.0312
C 0.0359 0.1173 0.0156
C -0.0050 0.0628 -0.0535
C 0.0182 -0.0017 -0.0549
C 0.0697 -0.0670 0.0049
C -0.0058 -0.0172 -0.0979
C 0.0616 -0.2082 0.2144
C -0.1821 -0.0098 -0.1211
C 0.0312 -0.0953 0.2034
C -0.1243 0.0507 0.0228
H 0.0145 -0.0087 -0.0273
H 0.0023 0.0024 -0.0573
H -0.0064 -0.0535 -0.0611
H -0.0658 -0.0797 -0.0144
H 0.0030 0.0033 0.0222
H -0.0043 -0.0256 0.0057
H -0.0463 0.0057 0.0360
H 0.0095 -0.0006 0.0112
H 0.0061 -0.0179 0.0249
H -0.0055 0.0013 0.0293
H 0.0019 0.0275 0.0206
H -0.0075 0.0446 0.0228
H 0.0176 0.0834 -0.0022
H 0.0274 0.0150 0.0118
H 0.0108 0.0252 0.0049
H 0.0033 -0.0010 -0.0427
H -0.0124 0.0292 -0.0374
H 0.0344 -0.0302 -0.0465
C -0.0617 0.0662 0.0717
N -0.0812 0.0111 -0.1101
C -0.0381 -0.0391 -0.0251
C -0.0204 0.1306 -0.0031
N -0.2123 -0.0971 -0.3733
C -0.2934 -0.0587 -0.2037
C 0.0217 -0.0558 0.0378
C 0.0443 0.0455 0.0956
C -0.0196 -0.0302 -0.0575
C -0.0915 -0.0899 -0.0294
C 0.2995 0.2392 0.1393
N -0.1176 -0.0286 -0.0279
C 0.0898 0.0167 0.0611
N -0.3493 0.0768 0.3814
C -0.2675 0.0176 0.2077
C -0.0117 -0.0548 -0.0605
C 0.1025 0.0337 -0.0552
C -0.0294 -0.0410 0.0110
C -0.1144 -0.0349 0.0292
C 0.3375 0.1617 -0.1004
N -0.0995 -0.0345 0.0085
H 0.0226 -0.0287 -0.0170
H 0.0272 -0.0022 -0.0291
H 0.1308 -0.0017 0.0691
H 0.0091 -0.0036 -0.0235
H -0.0065 -0.0272 0.0231
H -0.0290 0.0763 -0.0354
H 0.0293 -0.0145 -0.0204
H -0.0327 -0.0039 0.0224
H 0.0075 0.0399 -0.0067
H 0.0323 -0.0843 0.0463
H 0.0212 0.0435 0.0633
H -0.0019 -0.0096 -0.0040
H -0.0300 -0.0094 -0.0091
H 0.0285 0.0270 0.0268
H 0.0045 -0.0762 -0.0500
N 0.1178 -0.1776 -0.0887
N -0.1269 -0.0001 -0.0020
H 0.0433 0.0607 -0.0372
H -0.0627 0.0234 0.0031
H -0.0058 0.0861 0.0783
H 0.0450 -0.0737 0.0540

=====

Record 2
# C28H37ClN2O3PTc

A molecular structure, C28H37ClN2O3PTc (ωB97M-V with the def2-TZVPD basis set, OMol25).

Output
E_tot: -62763.1129 eV
highest occupied orbital energy (alpha / beta): -8.641 / -10.682 eV
2S+1: 4
molar mass: 614.04 g mol⁻¹
E_LUMO (alpha / beta): -3.296 / -3.432 eV
largest force on an atom: 0.385 eV Å⁻¹
charge: +1
ΔE to the lowest compared entry with this formula, charge and spin: 8.8 kcal/mol
gap between HOMO and LUMO (alpha / beta): 5.34 / 7.25 eV

Geometry (Å):
Tc: 0.22620 -0.19305 -0.41992
Cl: -3.92833 1.49866 -6.29775
C: -3.17703 1.43260 -4.74024
C: -3.91209 1.77467 -3.61076
C: -3.29492 1.71355 -2.36931
C: -1.97294 1.33138 -2.26680
O: -1.33036 1.32703 -0.98813
C: -1.20599 0.95727 -3.38675
C: 0.12404 0.48180 -3.39832
N: 0.86159 0.15384 -2.30933
C: 2.14666 -0.34194 -2.54871
C: 2.94587 -0.04107 -3.62813
C: 4.20273 -0.66187 -3.78608
C: 4.65526 -1.59794 -2.90125
C: 3.85879 -1.93467 -1.77818
C: 4.19930 -2.94145 -0.84916
C: 3.34623 -3.24157 0.17757
C: 2.17699 -2.48453 0.32982
N: 1.84466 -1.50994 -0.49674
C: 2.63757 -1.26885 -1.58907
C: -1.86917 1.03014 -4.63645
H: -4.94384 2.07902 -3.69525
H: -3.87978 1.95821 -1.49432
H: 0.52782 0.20642 -4.36477
H: 2.61640 0.68162 -4.36013
H: 4.80768 -0.39387 -4.64042
H: 5.60580 -2.09128 -3.04326
H: 5.12713 -3.48396 -0.97234
H: 3.56150 -4.02884 0.88345
H: 1.49883 -2.66798 1.14925
H: -1.32363 0.75421 -5.52735
C: -1.52009 -2.72041 1.64570
C: -2.14429 -1.89416 0.53066
C: -3.41941 -2.56925 0.01784
C: -1.17225 -1.68803 -0.62654
H: -2.21275 -2.85050 2.47708
H: -0.61527 -2.25114 2.03711
H: -1.24994 -3.71354 1.28074
H: -2.42865 -0.91320 0.92626
H: -3.18648 -3.53353 -0.43665
H: -3.91407 -1.95428 -0.73344
H: -4.12505 -2.74326 0.83061
H: -1.69921 -1.33105 -1.52195
H: -0.65896 -2.61795 -0.89214
C: 2.03433 -1.56082 3.58591
C: 2.20031 -0.33780 2.68717
P: 0.65935 0.39533 1.97806
C: 1.22050 2.14609 1.77930
C: 1.45013 2.94781 3.05876
C: -0.39417 0.38386 3.48039
C: -1.71938 1.12354 3.41954
H: 3.00449 -2.01546 3.78139
H: 1.39054 -2.32847 3.15808
H: 1.60554 -1.28778 4.54816
H: 2.87386 -0.54911 1.85360
H: 2.68040 0.45527 3.26477
H: 0.51035 2.66550 1.13717
H: 2.15026 2.08050 1.20123
H: 0.51663 3.11666 3.59564
H: 1.87592 3.92159 2.81928
H: 2.13915 2.45598 3.74413
H: 0.23623 0.78235 4.28183
H: -0.56634 -0.66701 3.72316
H: -1.58440 2.18207 3.19417
H: -2.22188 1.05744 4.38346
H: -2.38096 0.70425 2.66819
C: -2.15255 4.23818 0.87538
O: -1.53149 3.28577 -0.02063
C: -2.01928 2.06565 -0.02842
O: -2.90438 1.60652 0.61838
H: -1.37758 4.59714 1.54927
H: -2.95953 3.76437 1.42664
H: -2.52265 5.05328 0.25955

Cartesian forces, eV/Å:
Tc -0.3048 0.0017 -0.2350
Cl 0.0024 0.0071 0.0097
C -0.0160 0.0053 0.0049
C 0.0517 -0.0095 0.0065
C -0.0171 -0.0217 -0.0494
C 0.0471 0.0076 -0.0670
O 0.0338 -0.1242 0.2181
C -0.0981 0.0472 -0.0615
C -0.1318 0.0302 0.0016
N 0.2507 0.0027 0.0895
C 0.1368 -0.0465 0.0249
C -0.0146 -0.0384 0.0606
C -0.0137 -0.0159 0.0370
C -0.0560 0.0130 0.0451
C 0.0971 -0.0479 -0.0479
C -0.0163 0.0258 -0.0166
C -0.0810 0.0920 -0.0394
C 0.0235 0.0144 -0.0711
N 0.0622 -0.0895 0.0483
C -0.0411 0.0407 -0.0164
C -0.0216 0.0188 0.0711
H -0.0241 -0.0016 -0.0067
H 0.0278 -0.0050 0.0105
H -0.0185 0.0273 -0.0343
H 0.0028 0.0289 -0.0246
H 0.0223 0.0055 -0.0334
H 0.0374 -0.0231 -0.0095
H 0.0365 -0.0142 -0.0129
H 0.0096 -0.0316 0.0301
H -0.0135 0.0015 0.0043
H 0.0181 -0.0116 -0.0369
C 0.0213 -0.0032 0.0362
C -0.0874 -0.0014 -0.0493
C 0.0230 0.0293 0.0142
C 0.0699 0.0058 0.0868
H -0.0242 -0.0014 0.0330
H 0.0337 0.0192 0.0009
H 0.0071 -0.0504 -0.0256
H -0.0051 -0.0026 0.0279
H 0.0164 -0.0439 -0.0159
H -0.0168 0.0257 -0.0309
H -0.0088 0.0087 0.0303
H -0.0204 -0.0269 -0.0324
H -0.0235 -0.0255 0.0116
C -0.0287 -0.0201 0.0267
C 0.0612 0.0866 -0.0487
P 0.0745 0.1029 0.0194
C 0.0327 -0.0237 0.0685
C -0.0212 -0.0033 0.0190
C 0.0572 -0.0463 0.0405
C -0.0158 0.0155 -0.0141
H 0.0307 -0.0127 0.0054
H -0.0274 -0.0258 -0.0130
H -0.0103 0.0060 0.0216
H -0.0304 0.0024 0.0226
H 0.0068 -0.0035 -0.0070
H -0.0508 0.0198 -0.0410
H -0.0335 -0.0023 0.0016
H -0.0021 0.0048 0.0017
H 0.0006 0.0141 -0.0102
H 0.0273 -0.0191 0.0048
H -0.0271 -0.0111 -0.0090
H -0.0088 0.0070 -0.0231
H -0.0008 0.0383 -0.0391
H -0.0045 0.0127 0.0342
H -0.0291 -0.0246 -0.0158
C 0.0190 0.0158 0.0114
O 0.0414 -0.0744 0.0124
C -0.0432 0.1542 -0.1617
O 0.0282 -0.0487 0.0942
H -0.0289 -0.0003 -0.0142
H 0.0058 0.0236 -0.0057
H 0.0001 -0.0101 0.0318

=====

Record 3
# C28H37F15N2O11

6 unconnected molecules or ions with the total composition C28H37F15N2O11 (ωB97M-V with the def2-TZVPD basis set, OMol25).

Output
E_tot: -95902.4750 eV
SMILES: COC[C@H](N)c1ccccn1.CCOC(=O)C(F)(F)F.CCOC(=O)C(F)(F)F.CCOC(=O)C(F)(F)F.CCOC(=O)C(F)(F)F.CCOC(=O)C(F)(F)F
highest occupied orbital energy: -8.807 eV
molar mass: 862.58 g mol⁻¹
E_LUMO: 0.608 eV
largest force on an atom: 0.701 eV Å⁻¹
ΔE to the lowest compared entry with this formula, charge and spin: 0.0 kcal/mol
gap between HOMO and LUMO: 9.42 eV

Geometry (Å):
C: -3.28430 -2.99330 0.14118
O: -2.28324 -2.21102 -0.47458
C: -1.18835 -1.89479 0.37892
C: -0.40822 -0.78033 -0.26764
N: 0.10048 -1.27946 -1.54622
C: 0.75089 -0.27492 0.57002
C: 0.76724 -0.38570 1.95735
C: 1.84749 0.11408 2.66815
C: 2.86467 0.72835 1.95966
C: 2.74001 0.81835 0.58029
N: 1.72042 0.33024 -0.11414
H: -4.17918 -2.40734 0.34844
H: -2.92801 -3.45155 1.06525
H: -3.55522 -3.81109 -0.52420
H: -1.58312 -1.61517 1.35638
H: -0.55882 -2.78373 0.48295
H: -1.07810 0.07038 -0.43657
H: -0.58901 -1.87630 -1.97825
H: 0.34103 -0.52554 -2.16908
H: -0.04698 -0.85476 2.48632
H: 1.88047 0.03159 3.74427
H: 3.72590 1.14908 2.45375
H: 3.51232 1.32047 0.01305
C: 0.08263 5.74048 2.76522
C: 1.06965 5.94516 1.63835
O: 2.40295 6.16828 2.14823
C: 3.08769 5.08458 2.47019
O: 2.72226 3.95100 2.38278
C: 4.49805 5.48550 2.94885
F: 4.44872 6.52426 3.78562
F: 5.25571 5.82856 1.89855
F: 5.08152 4.46702 3.57072
H: 0.11074 6.58419 3.45495
H: -0.92534 5.65220 2.36195
H: 0.31005 4.83428 3.32555
H: 0.83661 6.84119 1.06822
H: 1.08201 5.09761 0.95459
C: 4.05857 5.00601 -1.15318
C: 4.57264 5.32707 -2.53752
O: 4.02954 4.41535 -3.51445
C: 2.81506 4.69747 -3.95616
O: 2.11642 5.60820 -3.62809
C: 2.40605 3.66856 -5.03033
F: 2.71861 2.42544 -4.65956
F: 3.04594 3.93968 -6.17685
F: 1.09854 3.72906 -5.25452
H: 4.26860 3.96675 -0.89675
H: 4.53283 5.65282 -0.41789
H: 2.97896 5.15069 -1.09849
H: 5.65186 5.19943 -2.58566
H: 4.34217 6.35342 -2.81982
C: -5.28543 -7.74410 -3.24849
C: -6.50264 -7.59365 -2.36426
O: -6.18018 -7.87370 -0.98341
C: -5.64046 -6.88045 -0.30140
O: -5.39092 -5.77936 -0.68901
C: -5.39427 -7.32696 1.15230
F: -4.85065 -8.55285 1.20302
F: -6.55564 -7.35073 1.82377
F: -4.57541 -6.48537 1.76989
H: -4.85041 -8.73681 -3.13299
H: -5.56669 -7.60549 -4.29152
H: -4.52372 -7.00718 -2.99670
H: -7.26933 -8.31968 -2.62328
H: -6.93502 -6.59723 -2.43803
C: 6.01334 11.08651 -6.27535
C: 6.77723 9.84161 -5.88433
O: 6.83106 9.69398 -4.44822
C: 5.77129 9.14482 -3.88305
O: 4.77924 8.75217 -4.41916
C: 6.00243 9.01839 -2.36648
F: 6.53840 10.12783 -1.85192
F: 6.83539 7.99750 -2.11084
F: 4.86041 8.77500 -1.72988
H: 6.44737 11.96551 -5.79883
H: 6.05175 11.22011 -7.35566
H: 4.96892 11.01645 -5.97390
H: 7.81685 9.90396 -6.19654
H: 6.34057 8.94573 -6.32272
C: -6.00153 -9.63701 4.00943
C: -5.28326 -10.92284 4.34656
O: -5.31142 -11.18542 5.76613
C: -6.40928 -11.75897 6.22826
O: -7.37335 -12.08918 5.60599
C: -6.26496 -12.00144 7.74503
F: -5.75105 -10.93400 8.36204
F: -5.44922 -13.04287 7.95686
F: -7.44653 -12.27468 8.28457
H: -5.58489 -8.80487 4.57884
H: -5.90932 -9.41040 2.95593
H: -7.06251 -9.70594 4.25006
H: -4.22704 -10.85788 4.09495
H: -5.70654 -11.77227 3.81261

Cartesian forces, eV/Å:
C 0.0980 -0.4246 -0.1128
O 0.1247 0.2057 0.0130
C -0.5893 -0.1933 -0.1146
C 0.3501 0.0073 -0.6077
N 0.1061 -0.2833 0.2639
C -0.2628 -0.0580 0.0862
C 0.1257 0.0165 0.0199
C -0.0170 0.0533 -0.2991
C -0.0607 -0.0479 -0.0017
C 0.1453 0.0499 0.1419
N -0.0026 0.0834 0.1875
H -0.0189 0.1520 0.0762
H 0.0127 0.0497 0.1239
H -0.0841 0.0238 -0.0971
H 0.0777 0.1201 0.0994
H 0.1712 -0.0066 0.1411
H -0.2225 0.0408 0.2126
H -0.1874 0.1408 -0.1167
H 0.1145 0.0504 -0.0379
H -0.0548 -0.0605 0.0104
H 0.0366 -0.0057 0.0883
H 0.0553 0.0559 0.0369
H 0.0696 0.0290 -0.1274
C 0.1294 -0.0235 0.1466
C -0.3526 0.0149 -0.1624
O 0.1365 0.0509 -0.0008
C -0.1868 0.1427 -0.1580
O 0.1089 -0.1490 0.0675
C -0.0500 -0.0498 0.1328
F 0.0483 0.0022 0.0135
F 0.0594 0.0380 -0.0111
F 0.0363 -0.0122 -0.0009
H -0.0383 0.0335 -0.0392
H -0.0080 0.0049 -0.0252
H -0.0145 -0.0328 -0.0512
H 0.0953 0.0500 0.0392
H 0.0860 -0.0577 0.0573
C -0.2296 -0.1621 -0.0130
C 0.2156 0.2687 0.3575
O 0.0561 0.0131 -0.1355
C 0.1131 -0.0196 0.0778
O -0.0980 0.0464 0.0075
C -0.0365 0.0237 0.0532
F -0.0188 -0.0343 -0.0364
F 0.0135 -0.0222 -0.0418
F -0.0201 -0.0196 -0.0363
H 0.0754 0.0211 0.0215
H 0.0408 0.0366 -0.0279
H 0.0131 0.0638 -0.0113
H -0.0219 -0.1440 -0.1260
H -0.1557 -0.0519 -0.1104
C 0.1332 -0.0102 0.1462
C -0.1075 0.0052 -0.3735
O -0.0355 -0.0127 0.0746
C -0.0603 -0.1100 -0.0818
O 0.0462 0.1307 -0.0109
C 0.0943 0.0146 0.1183
F -0.0293 0.1355 -0.1019
F 0.0351 -0.0210 -0.0905
F 0.0152 0.0270 0.0006
H -0.0434 -0.0239 -0.0414
H -0.0235 0.0013 -0.0112
H -0.0374 0.0430 -0.0204
H 0.0189 -0.0566 0.1018
H 0.0631 0.0439 0.0922
C -0.0765 0.0388 0.1760
C 0.0530 0.0690 -0.3787
O 0.0284 -0.0286 0.0631
C 0.0984 0.0067 -0.0885
O -0.1096 -0.0682 -0.0093
C 0.0149 0.0468 0.3981
F -0.0002 -0.0051 -0.0545
F 0.0607 -0.0346 -0.0999
F -0.0773 -0.0016 -0.0831
H 0.0451 0.0027 -0.0456
H 0.0146 -0.0124 -0.0174
H -0.0072 -0.0452 -0.0403
H 0.0331 0.0093 0.1121
H -0.0707 -0.0219 0.0937
C -0.2069 0.0343 0.4230
C 0.1099 0.0907 -0.4222
O 0.0292 -0.0346 0.0526
C 0.0984 0.0457 -0.0654
O -0.1002 -0.0311 -0.0072
C -0.0539 0.0264 -0.0262
F -0.0015 -0.0087 0.0488
F 0.0274 -0.0165 0.0342
F -0.0042 -0.0174 0.0395
H 0.0641 -0.0069 -0.0383
H 0.0345 -0.1482 -0.0464
H 0.0001 -0.0580 -0.0218
H 0.0291 0.0025 0.1271
H -0.0864 -0.0311 0.1010

=====

Which of these has the lowest E_tot? C28H37F15N2O11

=====

Which value of molar mass does entry 1 give? 584.07 g mol⁻¹

=====

The highest E_tot belongs to which entry? C28H37CdN7

=====

Look up the largest force on an atom of the third one. 0.701 eV Å⁻¹